[1]
Computed, not measured: a cluster of 2 separate species, C9H21N2S in total, with ωB97M-V with the def2-TZVPD basis set.

Geometry as ORCA input:
```
! RIJCOSX wB97M-V def2-TZVPD def2/J DEFGRID3
* xyz 1 1
H -2.92 -0.64 1.11
C -0.08 -0.14 1.44
H 1.61 1.88 2.39
C -2.24 -0.36 -1.36
H 1.72 2.26 0.81
C -0.87 1.35 0.07
C -2.10 -1.36 1.13
H -0.86 2.48 -1.84
H -1.97 -1.29 -1.80
C -0.28 2.34 -0.95
H 1.02 -1.70 -0.10
H 3.65 -2.09 -0.62
H 0.59 -0.74 2.18
H -0.55 -2.61 -0.75
H -1.95 -1.57 2.12
H 0.04 -2.79 0.83
C 0.96 2.10 1.61
H 0.47 3.10 1.63
H -1.82 1.63 0.44
C 3.92 -1.08 -1.07
H 3.87 -0.94 -2.13
S 2.62 0.04 -0.56
N -0.83 -0.98 0.51
N -0.03 1.17 1.26
H -2.48 0.28 -2.25
H 0.77 2.09 -1.09
H -0.03 3.33 -0.51
H 4.82 -0.88 -0.62
C 0.01 -2.07 0.04
H -2.56 -2.32 0.76
H -0.25 -0.15 -1.25
H -3.19 -0.35 -0.87
C -1.05 0.00 -0.57
*
```

## Properties
**LUMO level (spin up / spin down)**: -2.707 / -5.151 eV
**HOMO energy (spin up / spin down)**: -12.202 / -10.129 eV
**HOMO-LUMO gap (spin up / spin down)**: 9.5 / 5.0 eV
**ΔE to the lowest compared entry with this formula, charge and spin**: 81.8 kcal/mol

These are the natural (NBO) partial charges, in e, on atoms 1 to 5:
1 H 0.243
2 C 0.084
3 H 0.244
4 C -0.645
5 H 0.219

---

[2]
Computed, not measured: a structure of composition C8H12NP, with ωB97M-V with the def2-TZVPD basis set.

Geometry as ORCA input:
```
! RIJCOSX wB97M-V def2-TZVPD def2/J DEFGRID3
* xyz 0 1
C -2.00 -0.30 0.87
N -0.82 0.24 0.45
H -3.42 -1.84 1.15
C -0.05 -0.52 -0.35
H -0.17 1.33 -1.62
H 1.17 0.94 -2.69
C -0.60 -1.71 -0.82
C 0.86 1.19 -1.66
H 1.39 2.15 -1.44
C 1.85 0.86 0.63
H 1.88 -0.59 -1.18
H -2.12 -3.30 -0.59
H -2.65 0.40 1.44
H 2.77 0.12 0.93
H 0.35 2.46 1.67
C -2.44 -1.59 0.68
P 0.65 1.09 2.03
H -0.09 -2.15 -1.64
H 2.26 1.81 0.20
C 1.25 0.15 -0.66
H 1.68 1.61 2.86
C -1.74 -2.34 -0.25
*
```

## Properties
**LUMO level**: 0.629 eV
**HOMO energy**: -8.080 eV
**HOMO-LUMO gap**: 8.7 eV
**ΔE to the lowest compared entry with this formula, charge and spin**: 15.4 kcal/mol

These are the natural (NBO) partial charges, in e, on atoms 1 to 5:
1 C 0.059
2 N -0.485
3 H 0.229
4 C 0.248
5 H 0.218

---

[3]
Computed, not measured: a cluster of 2 separate species, C2H4F2N3O2 in total, with ωB97M-V with the def2-TZVPD basis set.

Geometry as ORCA input:
```
! RIJCOSX wB97M-V def2-TZVPD def2/J DEFGRID3
* xyz 1 3
H -2.18 -1.68 -0.17
O 2.11 -0.82 1.40
F 1.38 1.03 -1.50
N 1.74 -0.75 0.24
N -1.29 -1.20 -0.29
C 1.35 0.62 -0.27
N -1.49 1.19 0.31
O 1.62 -1.62 -0.61
H -0.76 1.85 0.50
F 1.45 1.59 0.59
H -2.38 1.35 0.83
C -1.01 0.07 -0.15
H -0.55 -1.63 -0.87
*
```

## Properties
**LUMO level (spin up / spin down)**: -4.221 / -7.996 eV
**HOMO energy (spin up / spin down)**: -13.175 / -15.907 eV
**HOMO-LUMO gap (spin up / spin down)**: 9.0 / 7.9 eV
**Expectation value of S²**: 2.01
**ΔE to the lowest compared entry with this formula, charge and spin**: 0.0 kcal/mol

These are the natural (NBO) partial charges, in e, on atoms 1 to 5:
1 H 0.458
2 O -0.277
3 F -0.233
4 N 0.433
5 N -0.780